Computed, not measured: C8H14N3NiO3SSe3Te as an isolated structure, with the ωB97M-V functional and the def2-TZVPD basis.

## Properties
**HOMO energy (spin up / spin down)**: -4.89 / -4.77 eV
**Multiplicity**: 3
**Charge**: -1
**Gap between HOMO and LUMO (spin up / spin down)**: 6.57 / 5.05 eV

Geometry (Å):
1 Ni -0.740 1.138 1.262
2 N -0.402 1.390 3.383
3 C 0.983 1.760 3.681
4 C 1.918 1.018 2.731
5 N 1.486 1.277 1.355
6 H -1.044 2.118 3.671
7 H -0.672 0.533 3.850
8 H 1.261 1.549 4.718
9 H 1.085 2.834 3.509
10 H 1.843 -0.056 2.913
11 H 2.951 1.328 2.919
12 H 2.031 0.740 0.692
13 H 1.610 2.260 1.137
14 Se -2.547 -0.394 1.571
15 Se -4.350 0.921 1.285
16 Te -3.748 3.388 0.880
17 Se -1.334 3.766 1.145
18 N -0.847 1.094 -0.886
19 C -0.468 -0.126 -1.585
20 C 0.274 -1.093 -0.914
21 C 0.664 -2.251 -1.568
22 C 0.308 -2.444 -2.895
23 C -0.433 -1.492 -3.568
24 C -0.820 -0.328 -2.912
25 S 0.766 -4.019 -3.659
26 O 2.092 -4.291 -3.121
27 O -0.270 -4.923 -3.180
28 O 0.733 -3.767 -5.092
29 H -1.774 1.387 -1.176
30 H -0.235 1.858 -1.148
31 H 0.522 -0.916 0.126
32 H 1.248 -3.021 -1.082
33 H -0.686 -1.664 -4.606
34 H -1.403 0.423 -3.436